6
Properties=species:S:1:pos:R:3:forces:R:3 method="wB97M-V/def2-TZVPD" largest_force_ev_per_a=3.40 e_homo_ev=-8.58 homo_lumo_gap_ev=7.30 total_energy_ha=-709.7965 spin_multiplicity=1 total_charge=0
C -0.08277 1.48577 0.76503 0.3 -0.1 0.4
O 0.43696 -1.62626 -0.33174 -2.3 -0.6 2.5
I -0.44544 1.57646 -1.24175 -0.2 0.1 -0.4
I -1.43064 2.57875 1.88868 -0.2 0.1 0.0
H 0.49028 -2.55461 -0.07862 0.2 0.2 -0.2
H 1.03161 -1.46012 -1.00160 2.1 0.3 -2.2

---

10
Properties=species:S:1:pos:R:3:forces:R:3 method="wB97M-V/def2-TZVPD" largest_force_ev_per_a=4.19 e_homo_ev=-9.01 homo_lumo_gap_ev=7.79 total_energy_ha=-1535.7231 spin_multiplicity=1 total_charge=0
C -1.45605 0.00400 0.57233 2.7 -0.1 -1.9
N 1.78794 -0.07269 -0.03033 0.0 -1.8 -0.6
O 0.22022 -0.95977 -1.65990 -0.2 -0.8 -1.7
O 0.46423 1.56949 -1.31299 -0.3 -0.1 -0.4
S 0.39363 0.20822 -0.89283 -0.7 0.1 4.1
I -2.86359 0.40470 -0.92443 -0.5 0.0 0.2
I -1.15742 1.50527 2.00887 -0.2 -0.3 0.0
I -1.27803 -2.05106 1.17347 -0.2 0.8 0.0
H 1.94696 -1.04190 0.27534 -0.6 0.2 -0.9
H 1.94210 0.43375 0.79048 0.0 1.8 1.1